A cluster of 2 separate species, ClH5N3PS in total at a distorted geometry, computed with ωB97M-V/def2-TZVPD.

Last column: Löwdin charge in e.
Cartesian coordinates (Å):
Cl (-2.42, 0.86, -0.61)  0.5235
S (0.71, 2.70, 0.34)  0.2037
P (0.40, 0.83, -0.09)  0.2322
N (1.76, 0.11, -0.75)  -0.1494
N (-0.67, -1.51, 1.51)  -0.0962
N (-0.84, 0.53, -1.25)  -0.6619
H (-1.70, -1.70, 1.13)  -0.0313
H (2.59, 0.71, -0.92)  0.0751
H (-0.90, -1.26, 2.47)  -0.1036
H (1.68, -0.83, -0.47)  0.0086
H (-0.62, -0.44, -1.36)  -0.0007

Computed properties:
HOMO-LUMO gap = 6.09 eV
DFT total energy = -1366.85901 a.u.

The molecule C19H29N3O5S at a distorted geometry, computed with ωB97M-V/def2-TZVPD.

Last column: Löwdin charge in e.
Cartesian coordinates (Å):
S (-1.32, 4.16, -0.73)  0.7281
O (-1.38, 4.22, -2.21)  -0.3196
O (-0.07, -2.98, -2.44)  -0.1890
O (1.27, 0.16, -2.70)  0.0681
O (2.68, 3.29, 0.81)  -0.0912
O (-2.06, 4.98, 0.23)  -0.3292
N (-0.21, -0.94, -1.49)  0.1624
N (0.36, 4.69, -0.44)  -0.2171
N (-1.25, -1.49, 1.25)  -0.0846
C (-1.29, 2.52, -0.17)  -0.2091
C (-2.26, -1.88, 2.26)  -0.1163
C (-0.94, 0.15, -0.56)  -0.1390
C (1.45, 4.21, -1.29)  -0.2316
C (0.69, -2.02, -3.18)  -0.1420
C (1.77, 3.68, 1.61)  -0.3066
C (0.80, -2.20, 2.57)  -0.1293
C (-1.94, 0.74, 1.59)  0.0351
C (-1.50, -1.96, 3.56)  -0.2583
C (0.44, -0.73, -2.59)  -0.5333
C (-0.92, 1.43, -0.97)  -0.0133
C (1.24, -5.01, -3.48)  -0.0931
C (-0.11, -2.22, 1.13)  -0.1947
C (-1.85, 2.09, 1.30)  0.0513
C (-1.33, -0.13, 0.55)  -0.1051
C (2.38, 3.22, -0.67)  -0.0795
C (0.71, 4.92, 1.21)  0.0066
C (-0.15, -4.14, -3.32)  -0.2278
C (-0.18, -2.64, 3.49)  -0.2947
H (0.29, -1.89, -4.14)  0.1267
H (1.59, -2.60, 2.58)  -0.0076
H (1.99, 5.06, -1.36)  0.0655
H (-0.34, 5.09, 1.55)  0.0782
H (1.99, -4.39, -4.15)  0.0731
H (-2.29, 2.96, 1.82)  0.1044
H (1.95, 3.86, 2.54)  0.0594
H (-1.30, -1.02, 4.01)  0.0838
H (-3.00, -1.44, 2.18)  -0.0241
H (-0.06, -3.34, 0.93)  0.1462
H (-0.69, -3.85, -4.26)  0.1274
H (-0.61, 1.76, -1.90)  0.0905
H (1.79, -5.23, -2.39)  0.1227
H (3.32, 2.82, -1.10)  0.1461
H (0.90, -6.03, -4.08)  0.1078
H (1.03, 4.00, -2.33)  0.1586
H (-2.29, -2.38, 4.41)  0.1710
H (0.94, 2.90, 1.48)  0.1227
H (-2.14, 0.66, 2.50)  0.0271
H (0.94, -1.05, 2.62)  0.1605
H (-2.48, -3.06, 1.89)  0.1925
H (0.61, -1.77, 0.59)  0.0695
H (1.72, -2.28, -3.16)  0.1338
H (-0.80, -1.90, -1.20)  0.2253
H (0.33, -2.68, 4.71)  0.1792
H (-0.74, -3.76, 3.52)  0.1621
H (1.61, 2.38, -0.72)  0.1130
H (-0.75, -4.84, -2.82)  0.0739
H (1.44, 5.94, 0.95)  0.1635

Computed properties:
HOMO-LUMO gap = 8.09 eV
DFT total energy = -1679.39933 a.u.
Structure (SMILES) = CCOCC(=O)Nc1cc(S(=O)(=O)N2CCOCC2)ccc1N1CCCCC1

The molecule C9H15N3O4 at a distorted geometry, computed with ωB97M-V/def2-TZVPD.

Last column: Löwdin charge in e.
Cartesian coordinates (Å):
O (2.70, 3.75, 0.77)  0.0343
O (-1.71, -2.55, -2.56)  0.0975
O (0.81, 0.21, -1.04)  0.0340
O (-2.11, -0.45, -1.89)  0.1092
N (1.46, 1.13, 2.11)  0.0884
N (-0.48, -0.90, 0.46)  0.0149
N (2.68, 2.27, -0.92)  0.1713
C (0.63, 2.69, 0.35)  -0.0401
C (-0.77, -2.01, -0.53)  -0.1599
C (-0.98, -1.29, 1.77)  -0.1578
C (0.39, 1.26, 1.10)  -0.2556
C (0.27, 0.15, 0.08)  -0.3917
C (-2.07, -2.34, 1.52)  -0.1467
C (-1.45, -3.09, 0.32)  -0.1211
C (-1.57, -1.54, -1.72)  -0.4963
C (2.08, 2.98, 0.05)  -0.5885
H (3.65, 2.50, -1.07)  0.1079
H (2.14, 1.70, -1.56)  0.0855
H (-0.12, -1.76, 2.29)  0.1307
H (0.16, -2.46, -0.91)  0.1621
H (0.02, 2.90, -0.54)  0.1247
H (2.31, 1.10, 1.57)  0.0734
H (-3.07, -1.95, 1.34)  0.1144
H (-0.53, 1.35, 1.67)  0.1209
H (1.36, 0.33, 2.69)  0.0567
H (-2.25, -2.20, -3.36)  0.1867
H (0.33, 3.44, 1.11)  0.1218
H (-2.20, -3.76, -0.32)  0.1594
H (-1.22, -0.45, 2.45)  0.1276
H (-0.76, -3.84, 0.74)  0.1175
H (-2.10, -2.92, 2.46)  0.1186

Computed properties:
HOMO-LUMO gap = 9.55 eV
DFT total energy = -817.21139 a.u.
Structure (SMILES) = NC(=O)C[C@H](N)C(=O)N1CCC[C@H]1C(=O)O

Q: Which energy above the lowest of the compared OMol25 structures with the same formula, charge and spin values were calculated for the entries above? A: 4.6439, 19.6563, 0.4848, in eV.